The following is a quantum chemistry calculation of a 10-piece molecular cluster, C21H60N2O10 overall, from the OMol25 dataset.

The gap between HOMO and LUMO (alpha / beta) is 1.88 / 8.38 eV. The value obtained for the energy relative to the best compared isomer or geometry (same formula, charge and spin) is 0.0 kJ/mol. As for the expectation value of S²: 0.751. The value obtained for the energy is -46200.7014 eV. The charge is -1. The molar mass is 500.71 g mol⁻¹. The highest occupied orbital energy (alpha / beta) comes out at 0.019 / -0.222 hartree. As for the LUMO energy (alpha / beta): 0.0884 / 0.0857 hartree. Its spin multiplicity is 2.

Last column: Löwdin charge in e.
Atoms and positions in Å:
C 5.4243 6.3312 3.1112  -0.167
O 6.2085 5.1900 3.3254  -0.119
H 4.8691 6.6507 3.9931  0.083
H 5.9990 7.1876 2.7584  0.060
H 4.7094 6.3093 2.2887  0.061
H 6.8155 5.0840 2.5893  0.011
C 8.6065 1.2717 0.7218  -0.183
O 10.0068 1.5359 0.5581  -0.169
H 8.0190 1.3423 -0.1936  0.046
H 8.5201 0.2499 1.0914  0.066
H 8.2816 1.9563 1.5052  0.070
H 10.3529 1.4969 -0.3365  0.044
C 7.4395 3.4343 -3.3098  -0.200
O 7.8922 2.8856 -2.0546  -0.211
H 7.6515 4.5035 -3.3124  0.064
H 8.0268 2.9041 -4.0595  0.057
H 6.3837 3.2583 -3.5156  0.062
H 8.7533 3.2644 -1.8634  0.028
O 5.4121 2.1645 -0.5298  -0.066
H 4.8866 1.3645 -0.5296  0.056
H 6.0728 2.0175 -1.2067  0.013
O 7.4010 4.4346 0.8268  -0.059
H 7.0302 3.7966 0.2171  0.010
H 8.3009 4.5597 0.5253  -0.003
O 9.7180 4.8248 -0.7225  -0.092
H 9.8504 5.7514 -0.9227  0.008
H 10.5643 4.5282 -0.3878  0.041
O 4.3959 3.0736 1.8002  -0.065
H 4.9488 3.6583 2.3183  -0.005
H 4.9918 2.6843 1.1602  -0.033
O 9.2684 4.8754 3.2091  -0.052
H 8.6151 4.9421 2.5127  -0.028
H 8.7982 4.4777 3.9419  0.031
C 4.6897 5.7824 -1.6439  -0.043
C 3.3132 6.4121 -1.4877  -0.473
C 2.4556 5.4853 -0.6318  -0.107
C 1.3743 6.2492 0.2810  -0.143
C 1.8615 7.5667 0.9587  -0.126
C 2.7406 8.5217 0.0681  -0.470
N 3.6168 7.6965 -0.7520  -0.131
O 4.5129 8.5501 -1.3944  -0.036
C 1.7675 9.3537 -0.8593  -0.038
C 3.5055 9.5200 0.9888  -0.031
C 2.5906 6.6940 -2.8614  -0.025
H 5.3689 6.3962 -2.2356  0.076
H 4.6453 4.8026 -2.1194  0.078
H 5.1021 5.6401 -0.6450  0.078
H 1.9057 4.7886 -1.2644  0.112
H 3.0328 4.9391 0.1142  0.097
H 1.1136 5.6384 1.1453  0.096
H 0.4624 6.3256 -0.3112  0.091
H 2.2271 7.3960 1.9712  0.102
H 0.9089 8.0690 1.1271  0.099
H 1.2563 8.7431 -1.6036  0.061
H 1.0592 9.9948 -0.3345  0.074
H 2.2845 9.9841 -1.5827  0.070
H 4.4167 9.0835 1.3978  0.066
H 3.9469 10.3301 0.4083  0.072
H 2.8266 9.8949 1.7547  0.083
H 2.9318 5.9231 -3.5524  0.070
H 3.0068 7.6278 -3.2394  0.074
H 1.5032 6.6662 -2.7904  0.069
H 5.2717 8.3879 -0.8291  0.077
C 9.7481 10.0560 0.6677  -0.031
C 9.0726 8.9664 -0.2260  -0.471
C 8.0918 9.5904 -1.1944  -0.147
C 8.8119 10.4032 -2.3070  -0.166
C 9.7523 9.3973 -3.0428  -0.142
C 10.8046 8.7151 -2.1301  -0.517
N 10.1785 8.1851 -0.9039  -0.117
O 11.0885 7.4879 -0.0696  -0.038
C 11.3505 7.4863 -2.9296  -0.102
C 11.9441 9.6504 -1.8774  -0.080
C 8.2073 7.9927 0.6299  -0.033
H 9.0148 10.6661 1.1951  0.082
H 10.3074 10.6752 -0.0335  0.056
H 10.4395 9.6723 1.4180  0.075
H 7.4425 8.8934 -1.7241  0.115
H 7.5344 10.3286 -0.6178  0.118
H 9.2971 11.3249 -1.9857  0.097
H 8.0861 10.7280 -3.0525  0.098
H 10.3405 9.8940 -3.8144  0.109
H 9.1346 8.6839 -3.5884  0.107
H 11.6271 7.8456 -3.9208  0.072
H 12.1179 7.0085 -2.3206  0.064
H 10.6648 6.6517 -3.0759  0.057
H 12.6006 9.2872 -1.0867  0.076
H 12.5963 9.8154 -2.7350  0.083
H 11.6858 10.6740 -1.6063  0.069
H 8.8574 7.7202 1.4613  0.080
H 7.9335 7.1225 0.0333  0.070
H 7.2914 8.3933 1.0643  0.067
H 11.5538 8.2515 0.2798  0.066